A molecular structure, C39H77N4O3S2SbSi4Ti, computed with ωB97M-V/def2-TZVPD.

Computed properties:
Lowest unoccupied orbital energy (spin up / spin down) (eV): -0.1 / -0.1
Spin multiplicity: 3
Kohn-Sham gap (spin up / spin down) (eV): 6.07 / 7.25
Total energy (eV): -136635.839
Largest force on an atom (eV Å⁻¹): 4.08

```
131
C39H77N4O3S2SbSi4Ti (ωB97M-V/def2-TZVPD)
Sb 2.933 -1.315 -1.500
Ti 0.628 0.035 -0.247
S -3.178 -1.851 -0.896
S -1.444 1.213 0.203
Si 3.053 -4.463 -0.109
Si 2.964 1.794 -1.462
Si -1.013 3.271 0.179
Si 0.953 -3.542 -2.464
O -0.581 3.732 -1.326
O -2.317 4.174 0.521
O 0.350 3.672 0.979
N 0.511 -1.619 0.682
N -4.788 -3.901 -0.509
N 4.492 1.325 0.960
N -4.864 -2.204 1.094
C -3.305 4.559 1.442
C 4.448 -4.728 -1.393
C 0.274 4.688 3.175
C 2.592 0.485 -0.155
C 2.096 -3.488 -4.010
C -6.171 -2.588 1.570
C 4.511 1.537 -2.571
C -3.362 3.614 2.645
C -4.320 -2.698 -0.045
C 4.014 -0.163 3.243
C 1.436 1.536 -2.607
C -1.850 5.616 -2.123
C -4.667 4.518 0.732
C 0.390 2.186 2.874
C -2.688 3.264 -2.427
C -2.997 6.005 1.861
C 5.096 0.711 3.184
C 0.759 -2.890 0.230
C 2.332 3.636 2.280
C 4.985 -1.520 -0.737
C 3.081 3.629 -0.982
C 3.621 -3.822 1.607
C 5.275 1.428 2.015
C -0.906 -3.803 1.750
C 0.168 -5.288 -2.560
C 0.806 3.543 2.308
C -0.702 4.075 -3.691
C -0.360 -1.488 1.736
C -1.455 4.159 -2.359
C 3.423 0.502 1.008
C 1.823 -3.150 -0.780
C 2.437 -6.252 0.226
C -1.070 -2.523 2.280
C 0.032 -3.956 0.732
C -4.967 -5.048 0.355
C -0.374 -2.195 -2.681
C 3.165 -0.264 2.166
C -4.529 -4.254 -1.885
C -4.351 -0.992 1.693
H 1.246 2.445 -3.159
H -4.816 -4.773 1.394
H 1.574 0.729 -3.331
H 5.289 -0.529 -0.411
H -1.467 -4.645 2.124
H 5.406 -4.897 -0.915
H -3.402 -0.717 1.235
H -6.776 -1.690 1.724
H 3.592 -2.737 1.663
H 1.739 -4.181 -4.763
H 2.957 -4.201 2.381
H 0.292 4.500 -3.573
H 5.619 -1.832 -1.561
H 1.899 -6.681 -0.613
H -2.386 2.219 -2.423
H -0.094 -1.256 -2.164
H -0.623 3.042 -4.023
H -1.743 -2.337 3.104
H -5.442 4.842 1.418
H 3.295 -6.891 0.419
H -0.960 6.239 -2.164
H 5.408 1.568 -1.964
H 4.628 -4.147 1.852
H 1.794 -6.310 1.098
H -4.888 3.507 0.403
H 3.864 3.779 -0.252
H -0.430 -5.366 -3.463
H -4.235 -5.822 0.098
H -3.575 -4.777 -2.011
H -1.314 -2.516 -2.243
H 0.717 1.411 2.164
H -0.475 -5.528 -1.722
H -5.051 -0.167 1.547
H -6.669 -3.214 0.835
H 0.945 -6.045 -2.619
H 3.329 4.218 -1.858
H 4.496 0.587 -3.104
H 0.529 1.332 -1.998
H 4.580 2.333 -3.305
H -5.338 -4.897 -2.231
H 6.098 2.123 1.910
H 4.236 -5.598 -2.005
H -3.250 3.468 -3.333
H -5.968 -5.473 0.232
H 2.284 -0.901 2.196
H 3.118 -3.758 -3.777
H 3.846 -0.749 4.134
H -4.146 3.930 3.330
H 0.214 -4.934 0.328
H -3.323 3.432 -1.566
H -2.420 3.602 3.187
H 5.773 0.828 4.016
H -3.652 6.327 2.666
H -3.573 2.600 2.307
H 0.481 5.642 2.695
H 5.072 -2.228 0.079
H -0.567 -1.967 -3.724
H -4.503 -3.349 -2.485
H -6.117 -3.123 2.524
H 0.844 2.003 3.843
H -2.554 5.943 -2.884
H 2.735 3.535 3.285
H -4.211 -1.148 2.765
H -4.670 5.177 -0.131
H 2.741 2.853 1.652
H -1.237 4.639 -4.452
H 2.147 3.997 -0.578
H -0.694 2.143 2.967
H 2.113 -2.496 -4.454
H 2.628 4.597 1.873
H 0.766 4.668 4.145
H 4.555 -3.877 -2.055
H -0.796 4.603 3.328
H -3.135 6.668 1.011
H -0.472 -0.482 2.138
H -2.300 5.718 -1.144
H -1.963 6.090 2.183
```

Atom charges from the Mulliken analysis, given in e for atoms 1 to 99: atom 1 (Sb): -0.41, atom 2 (Ti): -0.28, atom 3 (S): -0.22, atom 4 (S): 0.28, atom 5 (Si): 0.92, atom 6 (Si): 0.67, atom 7 (Si): -1.03, atom 8 (Si): 0.73, atom 9 (O): -0.38, atom 10 (O): 1.31, atom 11 (O): -0.61, atom 12 (N): 1.75, atom 13 (N): 0.11, atom 14 (N): -0.30, atom 15 (N): 0.32, atom 16 (C): 1.69, atom 17 (C): -1.00, atom 18 (C): -1.99, atom 19 (C): 0.93, atom 20 (C): -1.32, atom 21 (C): -1.22, atom 22 (C): -1.47, atom 23 (C): -1.25, atom 24 (C): 0.38, atom 25 (C): -0.76, atom 26 (C): -0.94, atom 27 (C): -1.59, atom 28 (C): -1.78, atom 29 (C): -1.31, atom 30 (C): -1.36, atom 31 (C): -1.60, atom 32 (C): -0.73, atom 33 (C): -2.16, atom 34 (C): -1.50, atom 35 (C): -1.43, atom 36 (C): -0.75, atom 37 (C): -1.04, atom 38 (C): -0.67, atom 39 (C): -1.81, atom 40 (C): -1.30, atom 41 (C): 1.93, atom 42 (C): -2.12, atom 43 (C): -0.47, atom 44 (C): 2.06, atom 45 (C): 0.38, atom 46 (C): 2.35, atom 47 (C): -1.34, atom 48 (C): -1.03, atom 49 (C): -0.50, atom 50 (C): -1.23, atom 51 (C): 0.16, atom 52 (C): -0.78, atom 53 (C): -1.06, atom 54 (C): -0.62, atom 55 (H): 0.21, atom 56 (H): 0.38, atom 57 (H): 0.51, atom 58 (H): 0.50, atom 59 (H): 0.50, atom 60 (H): 0.40, atom 61 (H): -0.54, atom 62 (H): 0.34, atom 63 (H): 0.05, atom 64 (H): 0.41, atom 65 (H): 0.31, atom 66 (H): 0.34, atom 67 (H): 0.45, atom 68 (H): 0.35, atom 69 (H): 0.17, atom 70 (H): -0.14, atom 71 (H): 0.38, atom 72 (H): 0.55, atom 73 (H): 0.51, atom 74 (H): 0.42, atom 75 (H): 0.36, atom 76 (H): 0.36, atom 77 (H): 0.50, atom 78 (H): 0.33, atom 79 (H): 0.32, atom 80 (H): 0.35, atom 81 (H): 0.47, atom 82 (H): 0.38, atom 83 (H): 0.26, atom 84 (H): -0.51, atom 85 (H): -0.23, atom 86 (H): 0.30, atom 87 (H): 0.49, atom 88 (H): 0.42, atom 89 (H): 0.29, atom 90 (H): 0.60, atom 91 (H): 0.28, atom 92 (H): 0.31, atom 93 (H): 0.46, atom 94 (H): 0.33, atom 95 (H): 0.48, atom 96 (H): 0.35, atom 97 (H): 0.56, atom 98 (H): 0.33, atom 99 (H): 0.69

---

2 unconnected molecules or ions with the total composition C5H7NO, computed with ωB97M-V/def2-TZVPD.

Computed properties:
Lowest unoccupied orbital energy (eV): -0.8
Kohn-Sham gap (eV): 8.51
Total energy (eV): -8832.039
SMILES string: [H]/N=C/C.C=C=C=O
Largest force on an atom (eV Å⁻¹): 2.96

```
14
C5H7NO (ωB97M-V/def2-TZVPD)
O -2.771 0.230 2.015
N -1.726 -1.784 -1.176
C 0.294 -0.381 -1.388
C -0.784 -1.147 -0.605
C -0.824 1.579 2.222
C -1.743 0.702 2.268
C 0.452 1.779 1.900
H 0.091 0.757 -1.328
H -2.373 -2.214 -0.503
H 0.595 -0.516 -2.493
H -0.749 -0.928 0.484
H 1.199 -0.406 -0.890
H 0.617 2.755 1.552
H 1.225 1.090 2.072
```

Charges computed using natural (NBO), reported in e: atom 1 (O): -0.44, atom 2 (N): -0.61, atom 3 (C): -0.69, atom 4 (C): 0.14, atom 5 (C): -0.33, atom 6 (C): 0.61, atom 7 (C): -0.24, atom 8 (H): 0.22, atom 9 (H): 0.34, atom 10 (H): 0.24, atom 11 (H): 0.15, atom 12 (H): 0.21, atom 13 (H): 0.20, atom 14 (H): 0.20

---

A molecular structure, CH3IS2, computed with ωB97M-V/def2-TZVPD.

Computed properties:
Lowest unoccupied orbital energy (spin up / spin down) (eV): -2.5 / -2.3
Kohn-Sham gap (spin up / spin down) (eV): 6.65 / 7.01
Total energy (eV): -30855.622
Largest force on an atom (eV Å⁻¹): 3.15

```
7
CH3IS2 (ωB97M-V/def2-TZVPD)
I 2.365 2.923 0.017
S 1.637 -0.004 -0.826
S -0.334 0.035 -1.251
C -0.841 -0.675 0.377
H -1.979 -0.465 0.287
H -0.557 -1.769 0.353
H -0.291 -0.045 1.043
```

Charges computed using natural (NBO), reported in e: atom 1 (I): -0.12, atom 2 (S): -0.10, atom 3 (S): 0.24, atom 4 (C): -0.73, atom 5 (H): 0.23, atom 6 (H): 0.24, atom 7 (H): 0.24

---

A molecular structure, C48H49BrCaN6O9P4S, computed with ωB97M-V/def2-TZVPD.

Computed properties:
Lowest unoccupied orbital energy (eV): 0.3
Kohn-Sham gap (eV): 8.21
Total energy (eV): -214425.398
Largest force on an atom (eV Å⁻¹): 0.82

```
119
C48H49BrCaN6O9P4S (ωB97M-V/def2-TZVPD)
Br 4.284 -4.923 -5.149
Ca 0.670 0.245 -1.092
S 2.380 1.289 -3.307
P 1.961 1.694 1.288
P -2.221 -0.686 -2.147
P -1.879 2.255 -2.222
P -1.485 -2.249 2.509
O -2.265 0.762 1.041
O -1.618 2.303 -3.808
O -2.672 0.844 -2.025
O 2.089 -1.236 0.049
O -1.225 -0.947 -1.016
O -1.263 -0.664 -3.471
O -2.714 3.375 -1.797
O -3.375 -1.571 -2.323
O -0.500 2.063 -1.580
N 1.938 -1.693 -2.759
N 0.786 -3.089 -0.205
N 3.211 3.847 -3.811
N -1.052 1.297 1.410
N 2.832 -3.219 0.844
N 1.411 3.760 -2.635
C -1.308 0.062 5.832
C -5.419 -3.136 3.363
C 5.251 2.342 -1.014
C 0.358 5.071 4.025
C 4.253 1.772 -0.241
C 1.987 -0.213 3.237
C -0.905 -2.636 5.321
C 4.673 -0.051 3.894
C 3.330 -3.613 -4.179
C 4.013 -2.709 -3.386
C -1.195 2.472 1.868
C 0.221 -6.509 1.916
C -1.588 -4.934 1.690
C 2.813 0.676 2.546
C -1.467 -0.436 4.550
C 4.161 0.748 2.878
C 1.952 -3.556 -4.263
C 5.312 3.721 -1.160
C 2.823 5.153 -3.556
C 3.370 3.950 0.245
C 3.266 -1.768 -2.696
C 1.900 -2.454 0.234
C 1.713 4.773 3.971
C 3.314 2.569 0.419
C 2.494 -0.994 4.262
C 4.392 3.450 -4.548
C -6.041 -2.868 2.147
C -5.296 -2.415 1.071
C -0.111 3.255 2.482
C 1.303 -2.573 -3.530
C 3.842 -0.916 4.591
C -0.932 -0.788 6.866
C -1.261 -1.791 4.274
C 2.147 3.744 3.155
C -0.536 4.314 3.291
C -0.739 -2.136 6.608
C 4.363 4.521 -0.540
C -1.037 -6.182 1.428
C 4.078 -2.685 1.353
C 1.261 2.991 2.385
C 0.926 -5.574 2.662
C 1.691 5.092 -2.827
C -3.298 -2.480 2.425
C 2.334 2.991 -3.236
C -4.054 -2.947 3.500
C -3.927 -2.218 1.211
C 0.384 -4.319 2.905
C -0.887 -3.983 2.433
H -1.467 1.116 6.024
H -1.747 0.232 3.743
H 5.724 0.016 4.148
H 4.394 5.596 -0.664
H 2.634 4.587 0.719
H 4.232 2.451 -4.945
H 5.266 3.437 -3.895
H -2.017 -0.053 0.568
H 4.108 -1.623 1.129
H 1.831 -1.655 4.808
H -1.596 4.529 3.350
H -1.009 1.599 -4.072
H -0.015 -2.510 -0.445
H 1.394 -4.249 -4.874
H -2.193 2.909 1.887
H 3.756 -1.038 -2.064
H 3.379 5.993 -3.930
H 0.936 -0.279 2.975
H 0.645 -7.486 1.722
H 6.093 4.172 -1.760
H -5.766 -2.209 0.119
H -0.463 -2.808 7.410
H 4.816 1.433 2.353
H 4.556 4.150 -5.365
H 4.142 -2.802 2.436
H -0.796 -0.400 7.867
H -6.001 -3.492 4.203
H 4.243 -1.525 5.392
H -1.597 -6.901 0.843
H 2.624 -4.192 0.986
H -3.354 -1.885 0.353
H -0.775 -3.696 5.148
H -1.783 -0.903 -4.248
H 0.225 -2.488 -3.559
H 5.090 -2.730 -3.307
H -3.574 -3.152 4.450
H 2.426 5.342 4.554
H 4.192 0.692 -0.151
H 4.932 -3.176 0.885
H -0.001 5.880 4.647
H 5.971 1.708 -1.515
H 1.905 -5.821 3.059
H 0.563 -3.997 0.173
H 3.206 3.520 3.104
H -2.571 -4.694 1.302
H -7.108 -3.015 2.043
H 1.055 5.871 -2.449
H 0.577 3.337 -2.194
H 0.972 -3.585 3.443
```

Atom charges from the Mulliken analysis, given in e for atoms 1 to 99: atom 1 (Br): -0.16, atom 2 (Ca): 1.69, atom 3 (S): -0.37, atom 4 (P): 1.60, atom 5 (P): 0.62, atom 6 (P): 0.47, atom 7 (P): 2.37, atom 8 (O): -0.61, atom 9 (O): -0.61, atom 10 (O): -0.36, atom 11 (O): 1.32, atom 12 (O): 0.02, atom 13 (O): -0.52, atom 14 (O): -0.76, atom 15 (O): -0.80, atom 16 (O): -0.66, atom 17 (N): 0.67, atom 18 (N): -0.06, atom 19 (N): 0.38, atom 20 (N): 1.06, atom 21 (N): -0.03, atom 22 (N): 0.66, atom 23 (C): -0.50, atom 24 (C): -0.69, atom 25 (C): -0.87, atom 26 (C): -0.72, atom 27 (C): -0.33, atom 28 (C): 0.22, atom 29 (C): -0.13, atom 30 (C): -0.68, atom 31 (C): -0.02, atom 32 (C): -0.91, atom 33 (C): -1.25, atom 34 (C): -0.64, atom 35 (C): -0.90, atom 36 (C): 0.15, atom 37 (C): -0.60, atom 38 (C): -0.19, atom 39 (C): -0.77, atom 40 (C): -0.95, atom 41 (C): -0.46, atom 42 (C): -0.97, atom 43 (C): 0.12, atom 44 (C): -0.55, atom 45 (C): -0.88, atom 46 (C): 0.45, atom 47 (C): 0.11, atom 48 (C): -0.90, atom 49 (C): -0.43, atom 50 (C): -0.91, atom 51 (C): 0.68, atom 52 (C): -0.49, atom 53 (C): -1.03, atom 54 (C): -0.69, atom 55 (C): -0.38, atom 56 (C): -0.18, atom 57 (C): -1.06, atom 58 (C): -0.65, atom 59 (C): -0.67, atom 60 (C): -0.71, atom 61 (C): -0.79, atom 62 (C): 0.33, atom 63 (C): -0.75, atom 64 (C): -0.74, atom 65 (C): 0.16, atom 66 (C): -0.19, atom 67 (C): -0.39, atom 68 (C): -0.14, atom 69 (C): -0.15, atom 70 (C): 0.00, atom 71 (H): 0.47, atom 72 (H): 0.36, atom 73 (H): 0.41, atom 74 (H): 0.43, atom 75 (H): 0.47, atom 76 (H): 0.31, atom 77 (H): 0.25, atom 78 (H): -0.19, atom 79 (H): 0.10, atom 80 (H): 0.26, atom 81 (H): 0.47, atom 82 (H): 0.38, atom 83 (H): -0.42, atom 84 (H): 0.48, atom 85 (H): 0.34, atom 86 (H): 0.08, atom 87 (H): 0.49, atom 88 (H): -0.25, atom 89 (H): 0.39, atom 90 (H): 0.56, atom 91 (H): 0.52, atom 92 (H): 0.43, atom 93 (H): 0.44, atom 94 (H): 0.38, atom 95 (H): 0.29, atom 96 (H): 0.38, atom 97 (H): 0.41, atom 98 (H): 0.40, atom 99 (H): 0.43

---

C6H13NO2 in the gas phase, computed with ωB97M-V/def2-TZVPD.

Computed properties:
Lowest unoccupied orbital energy (eV): 0.7
Kohn-Sham gap (eV): 10.46
Total energy (eV): -12016.974
SMILES string: CC[C@H](C)[C@H](N)C(=O)O
Largest force on an atom (eV Å⁻¹): 4.64

```
22
C6H13NO2 (ωB97M-V/def2-TZVPD)
O -2.461 -0.755 -0.604
O -2.077 -0.793 1.527
N 0.108 -1.383 -1.306
C -0.057 -0.768 0.071
C 2.103 0.383 -0.001
C 0.566 0.564 -0.051
C 2.984 1.546 -0.595
C -1.552 -0.729 0.409
C 0.063 1.697 0.836
H 0.611 -1.481 0.644
H -0.977 1.793 0.604
H 0.261 0.815 -1.108
H 3.123 2.420 0.111
H -3.253 -1.081 -0.145
H -0.743 -1.035 -1.837
H 2.477 0.096 0.888
H 0.116 1.456 1.911
H 4.004 1.162 -0.870
H 2.531 1.971 -1.390
H 0.683 2.678 0.804
H 2.129 -0.527 -0.628
H -0.039 -2.363 -1.248
```

Charges computed using natural (NBO), reported in e: atom 1 (O): -0.70, atom 2 (O): -0.60, atom 3 (N): -0.82, atom 4 (C): -0.16, atom 5 (C): -0.40, atom 6 (C): -0.22, atom 7 (C): -0.60, atom 8 (C): 0.77, atom 9 (C): -0.62, atom 10 (H): 0.24, atom 11 (H): 0.21, atom 12 (H): 0.20, atom 13 (H): 0.20, atom 14 (H): 0.51, atom 15 (H): 0.37, atom 16 (H): 0.19, atom 17 (H): 0.21, atom 18 (H): 0.21, atom 19 (H): 0.20, atom 20 (H): 0.22, atom 21 (H): 0.22, atom 22 (H): 0.35

---

A molecular structure, C3H9N3O, computed with ωB97M-V/def2-TZVPD.

Computed properties:
Lowest unoccupied orbital energy (spin up / spin down) (eV): 4.0 / 2.7
Spin multiplicity: 2
Kohn-Sham gap (spin up / spin down) (eV): 6.47 / 4.38
Net charge: -1
Total energy (eV): -9770.874
Largest force on an atom (eV Å⁻¹): 3.00

```
16
C3H9N3O (ωB97M-V/def2-TZVPD)
O 1.549 -1.053 -1.447
N 3.045 0.304 -0.209
N -2.755 -0.873 1.076
N -0.501 -0.900 0.256
C -1.756 -0.113 0.349
C 1.849 -0.277 -0.337
C 0.802 -0.383 0.664
H -1.505 0.908 0.845
H 0.572 -1.218 -1.165
H 0.859 -0.348 1.712
H -2.080 0.039 -0.630
H -3.597 -0.309 1.131
H 0.251 3.049 -1.322
H 0.493 2.992 -0.569
H 3.528 -0.026 -1.045
H -0.754 -1.792 0.693
```

Charges computed using natural (NBO), reported in e: atom 1 (O): -0.73, atom 2 (N): -0.73, atom 3 (N): -1.07, atom 4 (N): -0.74, atom 5 (C): -0.04, atom 6 (C): 0.45, atom 7 (C): -0.04, atom 8 (H): 0.09, atom 9 (H): 0.50, atom 10 (H): 0.18, atom 11 (H): 0.13, atom 12 (H): 0.29, atom 13 (H): -0.02, atom 14 (H): 0.01, atom 15 (H): 0.32, atom 16 (H): 0.40

---

Q: Look up the total energy of the first one.
A: -136635.839 eV

---

Repeat the fifth record exactly.
C6H13NO2 in the gas phase, computed with ωB97M-V/def2-TZVPD.

Computed properties:
Lowest unoccupied orbital energy (eV): 0.7
Kohn-Sham gap (eV): 10.46
Total energy (eV): -12016.974
SMILES string: CC[C@H](C)[C@H](N)C(=O)O
Largest force on an atom (eV Å⁻¹): 4.64

```
22
C6H13NO2 (ωB97M-V/def2-TZVPD)
O -2.461 -0.755 -0.604
O -2.077 -0.793 1.527
N 0.108 -1.383 -1.306
C -0.057 -0.768 0.071
C 2.103 0.383 -0.001
C 0.566 0.564 -0.051
C 2.984 1.546 -0.595
C -1.552 -0.729 0.409
C 0.063 1.697 0.836
H 0.611 -1.481 0.644
H -0.977 1.793 0.604
H 0.261 0.815 -1.108
H 3.123 2.420 0.111
H -3.253 -1.081 -0.145
H -0.743 -1.035 -1.837
H 2.477 0.096 0.888
H 0.116 1.456 1.911
H 4.004 1.162 -0.870
H 2.531 1.971 -1.390
H 0.683 2.678 0.804
H 2.129 -0.527 -0.628
H -0.039 -2.363 -1.248
```

Charges computed using natural (NBO), reported in e: atom 1 (O): -0.70, atom 2 (O): -0.60, atom 3 (N): -0.82, atom 4 (C): -0.16, atom 5 (C): -0.40, atom 6 (C): -0.22, atom 7 (C): -0.60, atom 8 (C): 0.77, atom 9 (C): -0.62, atom 10 (H): 0.24, atom 11 (H): 0.21, atom 12 (H): 0.20, atom 13 (H): 0.20, atom 14 (H): 0.51, atom 15 (H): 0.37, atom 16 (H): 0.19, atom 17 (H): 0.21, atom 18 (H): 0.21, atom 19 (H): 0.20, atom 20 (H): 0.22, atom 21 (H): 0.22, atom 22 (H): 0.35

---

Q: What is the formula in the second record?
A: C5H7NO